Molecular formula: C5H6N4
Method: DFT, wB97M-V/def2-TZVPD

```
! wB97M-V def2-TZVPD RIJCOSX def2/J DEFGRID3
* xyz 0 1
C -1.01 0.88 0.75
H -0.93 -2.46 1.25
C -0.55 -1.66 0.73
C 0.90 -2.81 -0.52
H -0.34 1.93 -2.27
N 1.49 -3.67 -1.02
N 0.47 -1.69 -0.07
N -1.01 1.26 -0.57
N 1.27 1.79 -0.80
C -1.06 -0.37 1.27
H -1.36 -0.49 2.28
H 1.48 1.86 0.16
H 2.06 2.01 -1.38
C 0.02 1.69 -1.21
H -1.42 1.73 1.40
*
```

Values from the calculation:
- Structure (SMILES): N#C/N=C/C=C\N=C/N
- Molar mass: 122.13 g/mol
- DFT total energy: -11240.0748 eV
- Strongest force on any atom: 4.38 eV/Å
- E_HOMO: -8.937 eV

These are the natural (NBO) partial charges, in e, on atoms 1 to 8: C 0.059; H 0.172; C 0.199; C 0.385; H 0.197; N -0.377; N -0.494; N -0.506

Molecular formula: H28O14
Method: DFT, wB97M-V/def2-TZVPD

```
! wB97M-V def2-TZVPD RIJCOSX def2/J DEFGRID3
* xyz 0 1
H -2.62 -0.11 1.18
H 3.22 1.16 0.43
H 1.67 1.53 0.19
O -2.92 0.70 1.72
O 4.44 -0.95 -1.18
H -0.13 -3.85 -1.57
O -2.61 -0.68 -1.26
H -2.64 -1.27 -2.07
H -0.79 -0.53 0.36
O 0.84 0.46 -2.62
O -3.33 -3.00 0.20
H -5.13 0.76 0.34
H 1.60 3.72 -1.32
O 2.47 0.99 -0.14
H -0.29 2.19 1.33
H 0.67 -2.63 -1.47
H -5.17 -0.30 -0.74
O 1.87 -0.82 2.35
H -2.69 -3.65 0.40
H -2.15 2.30 -0.18
H 2.36 -0.32 3.04
O 3.09 -2.64 1.02
H 2.86 -2.32 1.97
H -2.76 0.22 -1.58
H 2.81 4.60 -1.09
O -1.43 2.78 -0.62
O -4.85 0.58 -0.50
H 0.81 1.23 -2.10
H -2.73 -2.27 -0.11
H -0.65 2.22 -0.51
H -3.27 0.26 2.49
O 0.56 -3.49 -1.05
H 3.98 -2.34 0.97
O -0.32 0.02 -0.27
O 0.33 2.23 2.08
H 3.66 -1.15 -0.80
H 1.58 0.04 -2.17
H -0.04 2.88 2.68
H -1.02 0.48 -0.85
O 2.32 3.86 -0.70
H 1.37 -1.51 2.74
H 5.05 -1.39 -0.59
*
```

Values from the calculation:
- Molar mass: 252.21 g/mol
- DFT total energy: -29117.4643 eV
- Strongest force on any atom: 5.06 eV/Å
- E_HOMO: -10.431 eV

These are the natural (NBO) partial charges, in e, on atoms 1 to 8: H 0.473; H 0.478; H 0.487; O -0.949; O -0.919; H 0.453; O -0.984; H 0.497

Molecular formula: C4H7NO
Method: DFT, wB97M-V/def2-TZVPD

```
! wB97M-V def2-TZVPD RIJCOSX def2/J DEFGRID3
* xyz 0 1
C 0.04 0.80 1.34
C -0.64 -1.52 -0.60
C 0.69 -1.19 -0.69
O -0.34 1.97 -0.67
C 0.09 0.80 -0.16
H -0.95 -2.49 -0.20
H -0.07 2.00 -1.60
N 0.94 0.10 -0.93
H -0.99 0.71 1.68
H 0.44 1.75 1.71
H 1.51 -1.84 -0.38
H 0.63 -0.01 1.77
H -1.34 -1.08 -1.29
*
```

Values from the calculation:
- Structure (SMILES): C=C/N=C(\C)O
- Molar mass: 85.11 g/mol
- DFT total energy: -7796.9936 eV
- Strongest force on any atom: 3.55 eV/Å
- E_HOMO: -8.446 eV

These are the natural (NBO) partial charges, in e, on atoms 1 to 8: C -0.694; C -0.523; C 0.023; O -0.669; C 0.628; H 0.196; H 0.498; N -0.568

Molecular formula: C42H52N3O3SeV
Method: DFT, wB97M-V/def2-TZVPD

```
! wB97M-V def2-TZVPD RIJCOSX def2/J DEFGRID3
* xyz 2 1
C -0.46 3.83 4.70
O 1.32 1.45 -0.60
H 2.63 1.15 -5.48
H 3.53 -0.06 -3.51
C -3.16 -0.45 -4.68
H -5.43 0.67 -3.75
C -1.11 -0.73 1.24
H -2.62 3.08 7.19
H -4.27 1.99 -5.44
C 4.06 2.74 0.39
H -2.31 -0.43 -5.36
H -3.82 -3.38 3.58
C -0.79 1.05 -3.56
H 1.15 0.20 -5.37
O 1.16 -0.50 0.99
H 3.50 2.46 -3.68
C 2.53 -0.06 -3.06
C 0.27 1.32 -1.44
C 1.56 -4.44 2.55
C 1.51 -3.61 1.26
C -2.07 1.02 -3.00
C -1.38 4.02 5.71
C 4.60 0.55 -0.14
C 1.63 1.12 -5.05
H 2.94 -2.12 1.99
N 3.76 1.42 0.40
C -2.15 1.11 -1.61
C -1.50 1.63 6.06
H 4.34 -0.50 -0.09
C 3.12 3.56 1.17
H 4.42 5.24 1.46
H 3.65 -3.52 1.21
N 1.33 3.35 2.59
H 5.44 4.26 -0.21
H 2.74 5.64 1.07
H 2.45 -5.07 2.55
H -4.60 -2.19 0.12
C 0.15 -1.37 1.18
C -2.24 -2.83 1.40
C -0.59 1.43 5.05
H -3.11 1.08 -1.11
H -1.91 0.79 6.61
O 1.17 1.11 2.82
H 2.71 2.58 -2.11
C 5.79 0.95 -0.74
C -4.34 -3.25 0.15
H -3.21 -0.89 1.43
H -4.29 -5.62 1.46
H -2.51 2.10 -5.50
V 1.69 1.04 1.02
N 2.09 2.88 1.58
H -0.27 0.43 4.78
C -4.59 0.79 -3.07
H -0.05 4.66 4.16
H 1.08 1.98 -5.44
C 2.53 2.48 -3.18
H 6.46 0.21 -1.17
C 3.39 4.95 1.61
H 0.61 -5.23 0.10
H -2.78 -5.46 0.58
H 2.37 -5.14 -0.01
C -0.07 2.53 4.36
H -3.77 -3.49 -0.74
C -3.37 2.06 -4.83
H 1.99 3.35 -3.52
H 3.13 5.04 2.66
C 1.45 -4.54 0.04
C 0.38 1.20 -2.84
H -3.05 -1.30 -4.01
C -2.27 -1.43 1.37
H 2.01 -0.96 -3.38
C -1.00 1.24 -0.86
H -4.76 1.71 -2.50
C -4.37 -3.20 2.66
C 6.09 2.30 -0.79
H -4.06 -0.61 -5.28
H -1.69 5.02 5.98
C -1.00 -3.44 1.37
C 0.85 2.32 3.25
H -5.27 -3.82 0.13
H 7.00 2.64 -1.26
C -3.55 -3.60 1.43
H -0.71 0.96 -4.63
C 2.82 -2.81 1.16
H 2.64 -0.09 -1.98
H -5.29 -3.79 2.69
C 5.22 3.21 -0.20
H -4.60 -0.06 -2.38
H 0.69 -5.09 2.64
C 1.76 1.19 -3.52
C -3.32 -5.11 1.46
H -2.79 -5.42 2.36
H 1.36 -3.97 -0.89
H -3.42 2.99 -4.27
H 2.88 -2.29 0.21
H -4.66 -2.14 2.63
C 0.23 -2.77 1.27
H -0.96 -4.52 1.42
C -3.30 0.85 -3.88
Se -1.06 1.21 1.05
H 1.60 -3.79 3.43
C -1.90 2.92 6.39
*
```

Values from the calculation:
- Molar mass: 776.80 g/mol
- DFT total energy: -146031.8471 eV
- Strongest force on any atom: 2.48 eV/Å
- E_HOMO: -13.576 eV

These are the Mulliken partial charges, in e, on atoms 1 to 8: C -0.283; O 0.132; H 0.447; H 0.505; C -1.523; H 0.459; C 0.025; H 0.423

Molecular formula: C5H9NO
Method: DFT, wB97M-V/def2-TZVPD

```
! wB97M-V def2-TZVPD RIJCOSX def2/J DEFGRID3
* xyz 0 1
H -1.89 1.04 0.51
C -1.14 0.44 1.04
C -1.50 -1.01 0.76
H -1.25 0.87 2.06
H -0.51 0.39 -2.03
H 2.65 0.09 -1.98
H 0.74 1.67 0.59
H -0.94 -1.15 -1.23
H 0.96 0.15 1.45
C 0.80 -0.08 -0.65
O -2.26 -1.70 0.12
N -0.24 -0.48 -1.54
C 2.13 0.20 -1.02
H -0.76 -1.49 1.45
H 2.77 0.45 -0.17
C 0.45 0.61 0.63
*
```

Values from the calculation:
- Structure (SMILES): C=C(N)CCC=O
- Molar mass: 99.13 g/mol
- DFT total energy: -8865.5600 eV
- Strongest force on any atom: 4.23 eV/Å
- E_HOMO: -8.887 eV

These are the natural (NBO) partial charges, in e, on atoms 1 to 8: H 0.212; C -0.525; C 0.468; H 0.250; H 0.387; H 0.211; H 0.234; H 0.407

Molecular formula: C3H10NO2
Method: DFT, wB97M-V/def2-TZVPD

```
! wB97M-V def2-TZVPD RIJCOSX def2/J DEFGRID3
* xyz 1 1
H -1.82 0.87 -1.11
H 1.36 0.70 -2.69
H 1.29 -2.33 1.24
C -1.51 1.14 -0.11
H -0.45 -1.57 -0.36
O 1.63 0.30 -1.86
H 2.60 0.26 -1.85
N -0.22 0.47 0.19
O 1.04 -0.69 2.39
C -0.42 -1.00 0.56
H 0.27 0.88 1.00
C 0.75 -1.40 1.47
H -2.26 0.83 0.60
H -1.32 -1.06 1.19
H -1.36 2.22 -0.03
H 0.43 0.38 -0.62
*
```

Values from the calculation:
- Molar mass: 92.12 g/mol
- DFT total energy: -8851.2919 eV
- Strongest force on any atom: 2.05 eV/Å
- E_HOMO: -14.768 eV

These are the natural (NBO) partial charges, in e, on atoms 1 to 8: H 0.232; H 0.505; H 0.158; C -0.419; H 0.238; O -0.975; H 0.515; N -0.524